# 1
Density functional theory data (ωB97M-V/def2-TZVPD) for 2 unconnected molecules or ions with the total composition C5H11O3.

Its molar mass is 119.14 g/mol. The LUMO energy comes out at 4.0357 eV. The value obtained for the strongest force on any atom is 2.38 eV/Å. The total charge is -1.

Geometry as XYZ:
```
19
Properties=species:S:1:pos:R:3:lowdin_charge:R:1
C -1.515 2.133 -0.630 -0.366
C -1.435 1.308 -1.917 -0.095
O -0.812 1.550 0.428 -0.155
H -1.165 3.176 -0.758 0.093
H -2.548 2.260 -0.260 0.091
H -2.418 1.361 -2.439 0.067
H -0.665 0.538 0.378 0.015
H -1.398 0.253 -1.670 0.047
H -0.595 1.543 -2.560 0.058
C 1.215 -1.180 1.564 -0.189
C 2.280 -1.336 0.480 -0.111
C -0.070 -1.705 0.949 -0.703
O -0.464 -2.868 1.220 -0.064
O -0.658 -0.944 0.129 -0.078
H 1.501 -1.648 2.522 0.097
H 1.032 -0.199 2.017 0.099
H 2.601 -2.366 0.320 0.065
H 3.248 -0.857 0.699 0.059
H 1.865 -1.021 -0.473 0.068
```



# 2
Density functional theory data (ωB97M-V/def2-TZVPD) for a single C29H26NO3P molecule.

Its molar mass is 467.50 g/mol. The LUMO energy comes out at 0.2786 eV. The value obtained for the strongest force on any atom is 5.07 eV/Å. The SMILES is COc1ccc(C(c2ccc(OC)cc2)[C@H](C#N)P(=O)(c2ccccc2)c2ccccc2)cc1. The total charge is 0.

Geometry as XYZ:
```
60
Properties=species:S:1:pos:R:3:lowdin_charge:R:1
C -6.722 3.132 -1.782 -0.059
O -5.357 2.796 -2.086 -0.095
C -4.345 3.167 -1.283 -0.299
C -3.148 2.429 -1.322 0.016
C -2.195 2.633 -0.332 -0.035
C -2.309 3.656 0.617 -0.190
C -1.099 3.805 1.515 -0.114
C -1.156 5.090 2.292 -0.243
C -0.054 5.940 2.303 -0.039
C -0.066 7.096 3.064 0.005
C -1.150 7.398 3.917 -0.263
O -1.066 8.516 4.696 -0.097
C -2.028 8.740 5.772 -0.051
C -2.258 6.509 3.918 -0.007
C -2.239 5.403 3.091 -0.069
C -0.449 2.397 2.457 -0.197
C 0.769 2.952 3.059 -0.285
N 1.657 3.549 3.596 0.163
P -0.056 0.591 2.026 0.803
O 0.159 0.496 0.542 -0.361
C 1.397 -0.239 2.845 -0.249
C 1.322 -0.892 4.090 -0.079
C 2.348 -1.718 4.562 -0.081
C 3.485 -1.946 3.787 -0.083
C 3.582 -1.324 2.542 -0.077
C 2.546 -0.504 2.078 -0.070
C -1.400 -0.513 2.639 -0.273
C -2.225 -0.204 3.727 -0.092
C -3.120 -1.158 4.224 -0.082
C -3.228 -2.421 3.643 -0.079
C -2.401 -2.735 2.564 -0.076
C -1.498 -1.798 2.064 -0.064
C -3.459 4.471 0.521 -0.040
C -4.484 4.246 -0.392 -0.017
H -7.323 2.530 -2.469 0.093
H -6.960 2.870 -0.751 0.095
H -6.897 4.185 -1.986 0.083
H -3.004 1.654 -2.105 0.132
H -1.295 2.046 -0.364 0.085
H -0.238 3.729 0.763 0.155
H 0.789 5.766 1.643 0.120
H 0.786 7.813 3.002 0.132
H -1.605 9.581 6.322 0.089
H -3.004 9.021 5.362 0.089
H -2.111 7.864 6.421 0.092
H -3.147 6.745 4.533 0.113
H -3.163 4.820 3.033 0.119
H -1.092 2.222 3.417 0.112
H 0.433 -0.759 4.710 0.103
H 2.253 -2.199 5.537 0.104
H 4.282 -2.590 4.161 0.105
H 4.470 -1.508 1.935 0.106
H 2.650 -0.071 1.084 0.106
H -2.147 0.771 4.198 0.089
H -3.728 -0.882 5.077 0.101
H -3.948 -3.133 4.046 0.106
H -2.485 -3.727 2.131 0.105
H -0.862 -2.094 1.228 0.116
H -3.512 5.412 1.123 0.114
H -5.352 4.928 -0.396 0.117
```



# 3
Density functional theory data (ωB97M-V/def2-TZVPD) for a gas-phase ion, C4H4NO2 (charge -1).

Its molar mass is 98.08 g/mol. The LUMO energy comes out at 3.8545 eV. The value obtained for the strongest force on any atom is 1.01 eV/Å. The SMILES is C=C/C=N/C(=O)[O-]. The total charge is -1.

Geometry as XYZ:
```
11
Properties=species:S:1:pos:R:3:lowdin_charge:R:1
C -1.141 0.909 1.419 -0.018
C 0.057 1.110 0.887 -0.182
C 0.560 0.255 -0.186 -0.237
N 0.021 -0.856 -0.402 0.124
C 0.472 -1.679 -1.562 -0.828
O -0.483 -2.037 -2.251 -0.066
O 1.679 -1.880 -1.666 -0.063
H -1.779 0.137 1.034 0.048
H -1.522 1.504 2.234 0.034
H 0.709 1.898 1.247 0.077
H 1.427 0.639 -0.753 0.112
```